# 1
A single C21H23NO6 molecule, computed with ωB97M-V/def2-TZVPD.

Summary:
spin multiplicity: 1
frontier orbital gap: 0.2897 Ha
structure (SMILES): CCOc1ccccc1NC(=O)COC(=O)/C=C/c1ccc(OC)c(OC)c1
calculated total energy: -1320.2055 a.u.
relative energy (zero: lowest compared OMol25 entry of this formula, charge and spin): 258.8 kJ/mol

Geometry (Å):
C  -2.049  0.452  -2.867
C  -0.978  0.657  -3.926
O  0.101  -0.188  -3.586
C  1.221  -0.209  -4.366
C  1.470  0.622  -5.444
C  2.670  0.522  -6.135
C  3.622  -0.402  -5.754
C  3.381  -1.252  -4.685
C  2.185  -1.169  -3.993
N  1.836  -2.002  -2.926
C  2.620  -2.837  -2.214
O  3.793  -3.063  -2.411
C  1.848  -3.533  -1.077
O  1.244  -2.619  -0.171
C  -0.015  -2.219  -0.425
O  -0.621  -2.557  -1.422
C  -0.572  -1.349  0.607
C  0.111  -0.959  1.694
C  -0.367  -0.102  2.755
C  0.466  0.161  3.844
C  0.038  0.966  4.879
C  -1.227  1.547  4.881
O  -1.677  2.349  5.892
C  -0.838  2.596  6.994
C  -2.082  1.297  3.785
O  -3.343  1.772  3.596
C  -3.980  2.599  4.543
C  -1.634  0.481  2.756
H  -2.273  -0.608  -2.778
H  -2.951  0.994  -3.137
H  -1.691  0.809  -1.904
H  -1.361  0.391  -4.921
H  -0.651  1.706  -3.944
H  0.739  1.354  -5.752
H  2.851  1.178  -6.973
H  4.556  -0.472  -6.290
H  4.113  -1.981  -4.381
H  0.854  -1.931  -2.673
H  2.553  -4.125  -0.491
H  1.078  -4.179  -1.516
H  -1.588  -1.043  0.415
H  1.126  -1.316  1.808
H  1.455  -0.270  3.882
H  0.709  1.144  5.704
H  -1.413  3.242  7.655
H  0.080  3.111  6.695
H  -0.584  1.672  7.523
H  -4.096  2.099  5.507
H  -3.445  3.540  4.686
H  -4.964  2.803  4.121
H  -2.319  0.318  1.941

---

# 2
A molecular structure, C21H19ClN5O3SZn in a non-equilibrium geometry, computed with ωB97M-V/def2-TZVPD.

Summary:
spin multiplicity: 1
frontier orbital gap: 0.2856 Ha
net charge: +1
calculated total energy: -3948.7415 a.u.

Geometry (Å):
Zn  0.040  -0.912  -0.926
Cl  2.486  4.487  -4.710
C  1.561  3.392  -3.742
C  0.306  3.754  -3.275
C  -0.451  2.898  -2.528
C  0.098  1.595  -2.211
O  -0.579  0.842  -1.378
C  1.399  1.239  -2.704
C  2.067  -0.003  -2.472
O  1.644  -1.061  -1.974
C  2.096  2.158  -3.493
H  -0.001  4.791  -3.467
H  -1.432  3.226  -2.147
H  3.027  -0.018  -2.930
H  3.112  1.903  -3.864
C  -2.902  -2.714  -5.091
N  -2.140  -2.799  -3.895
C  -1.403  -3.983  -3.459
C  -0.781  -3.442  -2.135
O  -0.121  -4.067  -1.386
N  -1.138  -2.129  -1.991
C  -1.889  -1.799  -3.051
N  -2.287  -0.528  -3.207
H  -2.342  -2.697  -6.033
H  -3.565  -1.884  -5.176
H  -3.523  -3.602  -5.078
H  -0.593  -4.248  -4.134
H  -2.072  -4.811  -3.294
H  -1.840  0.196  -2.545
H  -2.509  -0.265  -4.139
S  1.127  -1.055  5.538
C  0.723  -0.832  3.848
C  1.093  0.295  3.126
C  0.793  0.316  1.743
N  0.250  -0.724  1.094
C  -0.112  -1.803  1.793
C  0.125  -1.902  3.166
C  0.919  0.643  6.043
C  -0.305  1.284  6.050
C  -0.349  2.558  6.621
N  0.712  3.196  7.153
C  1.833  2.561  7.141
C  1.999  1.252  6.630
H  1.537  1.179  3.591
H  1.120  1.148  1.133
H  -0.646  -2.553  1.217
H  -0.227  -2.779  3.639
H  -1.221  0.842  5.772
H  -1.277  3.108  6.750
H  2.690  3.035  7.644
H  2.952  0.709  6.741

---

Calculated HOMO level (eV), listed in the same order as above: -7.994; -11.087